Entry 1:
ORCA calculation (wB97M-V/def2-TZVPD) on C3H4O3Pm as an isolated structure in a non-equilibrium geometry.

Structure (XYZ):
```
11
Properties=species:S:1:pos:R:3
O -1.807 2.750 0.064
C -2.157 1.585 0.550
O -3.301 1.107 0.423
C 1.832 -1.196 -0.848
C 0.843 -1.802 -0.173
O -1.189 0.966 1.185
Pm 0.394 2.690 0.889
H 2.839 -1.117 -0.432
H 1.689 -0.849 -1.875
H 1.003 -2.199 0.831
H -0.147 -1.935 -0.613
```

2S+1	6
F_max	3.10	eV Å⁻¹
LUMO (spin up / spin down)	-1.607 / -1.724	eV
DFT total energy	-25870.7220	eV
HOMO (spin up / spin down)	-7.426 / -7.683	eV
energy above the lowest of the compared OMol25 structures with the same formula, charge and spin	9.8	kcal per mole
frontier orbital gap (spin up / spin down)	5.82 / 5.96	eV



Entry 2:
ORCA calculation (wB97M-V/def2-TZVPD) on a 2-piece molecular cluster, C4H10S overall in a non-equilibrium geometry.

Structure (XYZ):
```
15
Properties=species:S:1:pos:R:3
C -0.139 0.906 -1.842
C -0.625 0.064 -2.738
H -0.810 1.302 -1.101
H 0.882 1.360 -1.802
H -1.644 -0.304 -2.671
H 0.036 -0.481 -3.426
C -1.387 -1.019 1.100
C 0.160 -1.082 1.008
S 0.965 0.639 1.144
H -1.778 -0.222 0.459
H -1.673 -0.765 2.129
H -1.781 -1.950 0.726
H 0.699 -1.582 1.805
H 0.346 -1.466 -0.005
H 2.159 0.193 0.675
```

F_max	1.68	eV Å⁻¹
LUMO	0.931	eV
SMILES string	C=C.CCS
DFT total energy	-15143.9725	eV
HOMO	-8.893	eV
energy above the lowest of the compared OMol25 structures with the same formula, charge and spin	32.2	kcal per mole
frontier orbital gap	9.82	eV



Entry 3:
ORCA calculation (wB97M-V/def2-TZVPD) on one molecule with the formula C4H8O4 in a non-equilibrium geometry.

Structure (XYZ):
```
16
Properties=species:S:1:pos:R:3
O -2.341 -0.252 -0.320
C -1.518 -0.346 0.759
C -0.043 -0.499 0.245
O 0.057 -1.676 -0.531
C 1.433 0.185 0.437
O 2.493 -0.630 0.072
C 0.464 0.594 -0.588
O -0.002 1.925 -0.280
H -2.158 0.638 -0.544
H -1.669 -1.204 1.303
H -1.573 0.456 1.548
H -0.595 -1.585 -1.170
H 1.699 1.037 1.206
H 2.151 -1.567 -0.236
H 0.651 0.436 -1.719
H 0.950 2.488 -0.182
```

F_max	4.67	eV Å⁻¹
LUMO	0.593	eV
SMILES string	OCC1(O)[C@@H](O)[C@@H]1O
DFT total energy	-12463.9813	eV
HOMO	-9.371	eV
energy above the lowest of the compared OMol25 structures with the same formula, charge and spin	119.4	kcal per mole
frontier orbital gap	9.96	eV



Entry 4:
ORCA calculation (wB97M-V/def2-TZVPD) on one molecule with the formula C6H15PS3 in a non-equilibrium geometry.

Structure (XYZ):
```
25
Properties=species:S:1:pos:R:3
C -0.492 2.372 -1.187
C 1.982 1.610 -0.775
C -0.537 -0.323 2.110
C -2.136 -1.487 0.668
C 0.479 1.471 -0.444
C -1.243 -0.248 0.796
P -0.157 -0.246 -0.740
S 1.369 -1.422 0.157
S 1.800 -2.657 -1.727
S 0.786 -4.304 -1.969
H -1.502 1.991 -1.035
H -0.324 3.405 -0.974
H -0.436 2.262 -2.338
H 2.471 0.695 -0.378
H 2.389 2.602 -0.217
H 1.991 1.755 -1.893
H 0.172 0.407 2.554
H -1.207 -0.347 2.941
H 0.031 -1.316 2.228
H -3.051 -1.236 0.320
H -2.107 -2.088 1.567
H -1.623 -2.156 -0.151
H 0.365 1.725 0.602
H -1.827 0.681 0.857
H 2.805 -3.146 -0.972
```

2S+1	3
F_max	4.62	eV Å⁻¹
LUMO (spin up / spin down)	0.395 / -2.835	eV
DFT total energy	-48255.9604	eV
HOMO (spin up / spin down)	-6.574 / -8.846	eV
frontier orbital gap (spin up / spin down)	6.97 / 6.01	eV



Entry 5:
ORCA calculation (wB97M-V/def2-TZVPD) on C42H53Cl3MoN4O5PS as an isolated structure in a non-equilibrium geometry.

Structure (XYZ):
```
110
Properties=species:S:1:pos:R:3
Mo -0.095 -0.248 -0.080
C -1.155 -3.234 -0.076
C -2.610 -3.202 -0.554
C -2.684 -3.159 -2.085
C -3.503 -2.138 0.065
C -4.838 -2.476 0.246
C -5.748 -1.586 0.789
C -5.320 -0.340 1.208
C -3.996 0.054 1.066
C -3.546 1.370 1.665
C -4.430 2.544 1.235
C -3.557 1.246 3.193
C -3.117 -0.850 0.458
O -1.801 -0.474 0.299
H -0.752 -4.241 -0.190
H -1.047 -2.946 0.971
H -0.508 -2.604 -0.701
H -3.061 -4.146 -0.242
H -2.283 -2.221 -2.466
H -3.716 -3.249 -2.425
H -2.110 -3.985 -2.513
H -5.166 -3.464 -0.054
H -6.783 -1.875 0.907
H -6.020 0.340 1.674
H -2.522 1.571 1.341
H -5.416 2.483 1.697
H -4.561 2.578 0.155
H -3.976 3.483 1.556
H -4.571 1.056 3.548
H -3.205 2.171 3.653
H -2.921 0.429 3.533
O 1.604 -1.123 -0.653
P 2.896 -1.359 -1.438
N 2.514 -1.695 -2.995
C 1.674 -2.891 -3.246
C 2.068 -3.353 -4.653
C 3.486 -2.813 -4.837
C 3.402 -1.456 -4.151
N 3.896 -0.068 -1.536
C 3.361 1.198 -2.087
C 4.519 2.197 -1.917
C 5.534 1.504 -0.983
C 4.790 0.295 -0.420
N 3.628 -2.633 -0.742
C 4.878 -3.166 -1.332
C 5.621 -3.767 -0.142
C 4.486 -4.185 0.792
C 3.517 -3.016 0.686
H 0.616 -2.634 -3.178
H 1.889 -3.660 -2.498
H 1.410 -2.891 -5.391
H 1.997 -4.434 -4.761
H 3.772 -2.728 -5.884
H 4.212 -3.451 -4.330
H 2.930 -0.730 -4.822
H 4.362 -1.058 -3.832
H 2.484 1.518 -1.519
H 3.061 1.058 -3.125
H 4.153 3.130 -1.491
H 4.976 2.429 -2.877
H 5.885 2.160 -0.188
H 6.401 1.172 -1.553
H 4.217 0.559 0.471
H 5.451 -0.537 -0.178
H 5.446 -2.385 -1.842
H 4.634 -3.941 -2.064
H 6.246 -3.013 0.341
H 6.256 -4.598 -0.443
H 4.814 -4.349 1.817
H 4.020 -5.102 0.424
H 3.819 -2.197 1.337
H 2.486 -3.278 0.924
Cl -0.240 1.490 3.423
C 1.205 0.464 3.587
C 1.522 -0.295 2.312
O 2.664 -0.325 1.920
O 0.506 -0.920 1.737
H 1.021 -0.239 4.398
H 2.045 1.104 3.827
C -1.575 0.310 -11.333
C -1.459 0.028 -9.861
O -2.361 -0.315 -9.155
S 0.227 0.291 -9.269
C 0.044 0.121 -7.518
C -0.568 -0.983 -6.935
C -0.688 -1.052 -5.558
C -0.177 -0.036 -4.748
C 0.457 1.058 -5.341
C 0.560 1.138 -6.717
C -0.270 -0.126 -3.325
C -0.361 -0.237 -2.121
H -2.233 -0.425 -11.791
H -0.605 0.318 -11.826
H -2.033 1.294 -11.446
H -0.953 -1.782 -7.550
H -1.182 -1.899 -5.099
H 0.851 1.848 -4.715
H 1.032 1.994 -7.182
Cl -2.100 2.445 -1.527
C -0.941 3.410 -0.697
C -1.060 4.786 -0.728
C -0.115 5.575 -0.093
C 0.964 4.997 0.558
C 1.091 3.623 0.570
Cl 2.444 2.900 1.359
C 0.136 2.794 -0.038
N 0.272 1.430 -0.016
H -1.895 5.229 -1.252
H -0.213 6.652 -0.116
H 1.706 5.604 1.057
```

F_max	2.24	eV Å⁻¹
LUMO	-3.968	eV
DFT total energy	-120157.5298	eV
HOMO	-10.549	eV
energy above the lowest of the compared OMol25 structures with the same formula, charge and spin	7.2	kcal per mole
frontier orbital gap	6.58	eV
net charge	+1



Entry 6:
ORCA calculation (wB97M-V/def2-TZVPD) on C27H40I2N5O4P2Tc as an isolated structure.

Structure (XYZ):
```
81
Properties=species:S:1:pos:R:3
Tc -0.078 0.208 -0.050
I -2.256 -1.527 -1.236
C -2.527 -1.415 -3.349
I -1.884 0.386 -4.239
H -3.599 -1.485 -3.487
H -2.009 -2.248 -3.803
C 0.819 2.382 -3.022
P 1.257 1.877 -1.349
C 3.004 1.392 -1.477
C 1.338 3.365 -0.328
C 1.553 4.627 -0.870
C 1.711 5.720 -0.024
C 1.672 5.550 1.355
C 1.465 4.289 1.899
C 1.284 3.195 1.057
P 0.946 1.555 1.718
C 2.464 0.862 2.392
C -0.164 1.796 3.112
H 1.524 3.156 -3.331
H -0.202 2.759 -3.084
H 0.923 1.530 -3.693
H 3.574 2.300 -1.670
H 3.168 0.691 -2.298
H 3.355 0.943 -0.549
H 1.604 4.781 -1.943
H 1.870 6.707 -0.447
H 1.799 6.404 2.012
H 1.449 4.176 2.977
H 2.791 1.513 3.203
H 3.249 0.809 1.639
H 2.269 -0.134 2.796
H 0.358 2.427 3.832
H -0.392 0.843 3.590
H -1.081 2.294 2.796
C 2.590 -4.868 -2.759
C 3.333 -3.599 -2.361
N 2.693 -2.862 -1.231
C 2.998 -3.329 0.150
C 1.866 -4.143 0.774
C 1.857 -1.884 -1.423
C 1.453 -1.492 -2.814
N 1.318 -1.243 -0.359
H 3.106 -5.324 -3.604
H 1.557 -4.666 -3.061
H 2.576 -5.598 -1.947
H 3.441 -2.930 -3.209
H 4.338 -3.849 -2.033
H 3.247 -2.467 0.772
H 3.902 -3.923 0.086
H 0.930 -3.576 0.831
H 2.150 -4.436 1.787
H 1.679 -5.053 0.204
H 2.295 -1.089 -3.383
H 0.656 -0.752 -2.788
H 1.084 -2.359 -3.363
H 1.578 -1.656 0.527
N -2.795 1.317 0.848
C -3.676 2.307 0.748
C -3.106 3.321 -0.011
C -1.855 2.848 -0.348
N -1.652 1.609 0.172
H -2.906 0.375 1.264
H -4.646 2.244 1.230
H -3.551 4.266 -0.291
H -1.094 3.345 -0.926
O -2.355 -1.498 1.728
C -1.263 -1.431 2.295
O -0.194 -0.859 1.732
C -1.020 -2.009 3.626
C -2.037 -2.676 4.310
C -1.801 -3.157 5.588
C -0.561 -2.962 6.194
C 0.422 -2.291 5.492
C 0.219 -1.827 4.221
N 1.753 -2.031 6.112
O 2.021 -2.600 7.146
O 2.502 -1.243 5.530
H -3.004 -2.810 3.838
H -2.581 -3.683 6.122
H -0.357 -3.318 7.195
H 1.026 -1.329 3.712
```

2S+1	4
F_max	0.89	eV Å⁻¹
LUMO (spin up / spin down)	-9.552 / -10.654	eV
DFT total energy	-81240.9158	eV
HOMO (spin up / spin down)	-16.879 / -16.876	eV
energy above the lowest of the compared OMol25 structures with the same formula, charge and spin	0.2	kcal per mole
frontier orbital gap (spin up / spin down)	7.33 / 6.22	eV
net charge	+3



Which value of F_max does entry 6 give?
0.89 eV Å⁻¹